## P
Density functional theory data (wB97M-V/def2-TZVPD) for 8 unconnected molecules or ions with the total composition C8H32O8.

Geometry (Å):
C1 -4.71 2.55 -0.15
O1 -5.93 2.70 -0.85
H1 -4.08 3.44 -0.20
H2 -4.84 2.24 0.88
H3 -4.13 1.76 -0.64
H4 -5.68 3.12 -1.68
C2 2.66 -1.19 1.12
O2 1.30 -1.75 1.42
H5 3.38 -1.56 1.85
H6 3.11 -1.54 0.19
H7 2.61 -0.10 1.11
H8 1.29 -1.73 2.38
C3 -0.44 0.60 -0.74
O3 0.10 -0.67 -1.00
H9 -1.52 0.55 -0.88
H10 -0.28 0.88 0.31
H11 -0.07 1.38 -1.40
H12 0.42 -1.07 -0.18
C4 0.55 -4.44 -0.62
O4 1.36 -4.33 0.55
H13 0.97 -3.69 -1.29
H14 0.65 -5.40 -1.12
H15 -0.52 -4.25 -0.49
H16 1.53 -3.40 0.70
C5 1.73 2.49 2.94
O5 3.10 2.40 3.45
H17 1.08 2.00 3.67
H18 1.34 3.49 2.78
H19 1.59 1.94 2.01
H20 3.12 2.76 4.34
C6 3.13 -1.14 -2.73
O6 2.53 0.01 -2.29
H21 3.12 -1.31 -3.81
H22 4.16 -1.15 -2.36
H23 2.57 -2.00 -2.38
H24 1.66 -0.20 -1.95
C7 -1.61 3.55 2.63
O7 -1.63 2.18 2.19
H25 -2.62 3.92 2.82
H26 -1.09 3.56 3.59
H27 -1.10 4.22 1.94
H28 -2.35 1.68 2.58
C8 -1.24 -2.40 -3.15
O8 -0.83 -1.10 -3.57
H29 -2.14 -2.74 -3.65
H30 -0.52 -3.22 -3.23
H31 -1.50 -2.41 -2.10
H32 -0.23 -0.68 -2.95

Results
E_HOMO: -9.88 eV
E_LUMO: 0.20 eV
Structure (SMILES): CO.CO.CO.CO.CO.CO.CO.CO


## Q
Density functional theory data (wB97M-V/def2-TZVPD) for 8 unconnected molecules or ions with the total composition C8H32O8.

Geometry (Å):
O1 -3.29 2.17 -1.58
H1 -3.31 2.98 -2.12
H2 -2.45 2.19 -1.06
O2 2.14 2.75 -0.13
H3 2.21 1.88 -0.53
H4 3.06 3.03 -0.17
O3 0.91 4.31 -2.07
H5 1.53 5.03 -1.95
H6 1.17 3.76 -1.34
O4 -1.02 0.75 -0.15
H7 -0.93 0.80 0.81
H8 -1.76 0.13 -0.40
C1 0.39 -1.60 2.24
C2 -1.00 -1.61 2.81
O5 -1.50 -0.26 2.50
H9 0.38 -1.78 1.19
H10 0.93 -2.50 2.53
H11 0.87 -0.66 2.40
H12 -1.02 -1.81 3.86
H13 -1.65 -2.28 2.30
H14 -1.53 0.32 3.27
C3 5.40 -2.19 0.02
C4 4.02 -1.90 0.57
O6 3.65 -0.61 0.07
H15 5.92 -2.97 0.59
H16 6.05 -1.30 0.08
H17 5.36 -2.44 -1.07
H18 3.97 -1.95 1.65
H19 3.42 -2.67 0.09
H20 2.84 -0.57 -0.45
C5 -6.34 -0.42 1.12
C6 -4.99 0.12 1.72
O7 -3.93 -0.36 0.94
H21 -7.28 -0.13 1.60
H22 -6.23 -1.49 1.02
H23 -6.32 -0.04 0.09
H24 -5.07 -0.25 2.74
H25 -5.03 1.23 1.75
H26 -3.09 -0.36 1.41
C7 2.19 -0.27 -3.62
C8 1.15 0.40 -2.74
O8 1.20 0.02 -1.38
H27 2.25 0.25 -4.56
H28 1.89 -1.34 -3.90
H29 3.18 -0.25 -3.20
H30 0.17 0.13 -3.16
H31 1.12 1.54 -2.75
H32 0.35 0.23 -1.02

Results
E_HOMO: -10.06 eV
E_LUMO: 0.31 eV
Structure (SMILES): CCO.CCO.CCO.CCO.O.O.O.O


Least stable of them? P.


## P
Density functional theory data (wB97M-V/def2-TZVPD) for a gas-phase ion, C5H13NO (charge +1).

Geometry (Å):
C1 1.91 -0.02 1.31
C2 0.74 0.63 0.46
C3 -0.59 -0.17 0.68
C4 -0.98 -1.10 -0.47
C5 -1.51 -0.34 -1.68
O1 -1.48 -1.10 -2.86
N1 0.65 1.96 0.91
H1 2.10 -0.99 0.84
H2 2.75 0.64 1.39
H3 1.46 -0.26 2.27
H4 0.93 0.62 -0.61
H5 -1.44 0.47 0.95
H6 -0.48 -0.70 1.63
H7 -0.10 -1.70 -0.72
H8 -1.67 -1.84 -0.08
H9 -0.96 0.60 -1.81
H10 -2.55 -0.11 -1.52
H11 -0.59 -1.46 -2.97
H12 0.77 2.12 1.91
H13 1.03 2.75 0.40

Results
Net charge: +1
E_HOMO (alpha / beta): -13.72 / -13.72 eV
E_LUMO (alpha / beta): -3.45 / -8.44 eV
2S+1: 2


## Q
Density functional theory data (wB97M-V/def2-TZVPD) for 2 unconnected molecules or ions with the total composition C5H13NO.

Geometry (Å):
C1 1.85 3.55 1.02
C2 2.03 2.18 0.40
H1 2.37 3.61 1.98
H2 2.26 4.31 0.37
H3 0.81 3.80 1.22
H4 3.05 1.81 0.54
H5 1.91 2.09 -0.68
H6 1.44 1.41 0.91
C3 -1.01 -0.56 0.47
C4 0.26 -0.94 1.28
C5 -1.05 -1.35 -0.80
O1 -0.34 -1.23 -1.80
N1 -2.15 -2.22 -0.99
H7 -1.82 -0.84 1.14
H8 -0.92 0.49 0.20
H9 1.12 -0.62 0.71
H10 0.25 -1.99 1.55
H11 -2.23 -2.62 -1.91
H12 -2.75 -2.38 -0.18
H13 0.24 -0.42 2.23

Results
Net charge: +1
E_HOMO (alpha / beta): -14.22 / -14.22 eV
E_LUMO (alpha / beta): -4.46 / -9.94 eV
2S+1: 2


## R
Density functional theory data (wB97M-V/def2-TZVPD) for a molecular structure, C5H13NO.

Geometry (Å):
C1 -1.30 1.56 -0.52
C2 0.12 1.01 -0.26
C3 0.46 -0.36 -0.88
C4 -0.32 -1.62 -0.43
C5 -0.73 -1.74 1.02
O1 0.75 -0.96 1.76
N1 1.04 2.04 -0.68
H1 -1.39 1.79 -1.58
H2 -2.01 0.77 -0.24
H3 -1.44 2.31 0.27
H4 0.29 0.90 0.83
H5 1.52 -0.63 -0.64
H6 0.41 -0.28 -1.98
H7 -1.17 -1.75 -1.12
H8 0.35 -2.39 -0.82
H9 -0.88 -2.73 1.44
H10 -1.64 -1.16 1.23
H11 -0.08 -1.32 2.09
H12 2.02 1.78 -0.54
H13 0.93 2.23 -1.69

Results
Net charge: +1
E_HOMO (alpha / beta): -14.45 / -14.39 eV
E_LUMO (alpha / beta): -3.30 / -8.71 eV
2S+1: 2


Least stable of them? R.


## P
Density functional theory data (wB97M-V/def2-TZVPD) for a single C4H6 molecule.

Geometry (Å):
C1 -1.10 -0.03 0.31
C2 1.13 -0.02 0.23
C3 -0.06 0.78 -0.38
C4 0.02 -0.71 -0.44
H1 -1.32 0.10 1.38
H2 -2.06 -0.01 -0.32
H3 2.13 0.00 -0.09
H4 0.95 0.01 1.46
H5 -0.09 1.72 -1.05
H6 -0.27 -1.52 -1.19

Results
E_HOMO: -9.27 eV
E_LUMO: 1.32 eV
Structure (SMILES): C1[C@H]2C[C@@H]12


## Q
Density functional theory data (wB97M-V/def2-TZVPD) for a single C4H6 molecule.

Geometry (Å):
C1 1.86 -0.15 0.03
C2 0.69 0.51 -0.14
C3 -0.57 -0.30 -0.24
C4 -1.90 0.09 0.02
H1 2.81 0.37 0.18
H2 1.95 -1.18 0.24
H3 0.57 1.61 -0.21
H4 -0.45 -1.41 -0.42
H5 -2.24 1.14 0.17
H6 -2.72 -0.68 0.36

Results
E_HOMO: -8.78 eV
E_LUMO: 0.83 eV
Structure (SMILES): C=CC=C


## R
Density functional theory data (wB97M-V/def2-TZVPD) for a single C4H6 molecule.

Geometry (Å):
C1 -1.15 1.04 -0.05
C2 -0.51 -0.15 0.61
C3 0.66 -0.56 0.22
C4 1.70 -1.06 -0.37
H1 -2.01 0.78 -0.68
H2 -0.40 1.55 -0.66
H3 -1.49 1.74 0.72
H4 -1.02 -0.65 1.44
H5 1.49 -1.98 -0.91
H6 2.73 -0.71 -0.33

Results
E_HOMO: -9.13 eV
E_LUMO: 1.10 eV
Structure (SMILES): C=C=CC


Least stable of them? P.


## P
Density functional theory data (wB97M-V/def2-TZVPD) for 2 unconnected molecules or ions with the total composition C5H14.

Geometry (Å):
C1 -3.05 0.90 0.31
C2 -1.87 -0.07 0.19
H1 -3.00 1.55 1.20
H2 -3.13 1.65 -0.53
H3 -3.98 0.42 0.51
H4 -1.03 0.47 -0.08
H5 -1.86 -0.30 1.17
H6 -2.08 -0.89 -0.48
C3 1.32 -0.68 -0.39
C4 1.45 -0.48 1.10
C5 2.33 0.16 -1.31
H7 1.32 -1.86 -0.59
H8 0.34 -0.30 -0.65
H9 1.43 -1.35 1.86
H10 2.94 -0.46 -1.91
H11 1.78 0.88 -2.00
H12 2.98 0.91 -0.76
H13 2.41 -0.14 1.37
H14 0.82 0.39 1.50

Results
E_HOMO: -11.07 eV
E_LUMO: 1.06 eV
Structure (SMILES): CCC.CC


## Q
Density functional theory data (wB97M-V/def2-TZVPD) for 2 unconnected molecules or ions with the total composition C5H14.

Geometry (Å):
C1 1.22 0.88 0.66
C2 -0.02 0.60 1.53
C3 1.43 2.37 0.45
H1 1.09 0.38 -0.30
H2 2.08 0.49 1.18
H3 -0.84 0.00 1.11
H4 0.25 0.04 2.42
H5 2.07 2.60 -0.41
H6 1.81 2.93 1.30
H7 -0.56 1.51 1.82
H8 0.49 2.87 0.17
C4 -0.55 -2.34 -1.34
C5 -1.67 -1.33 -1.16
H9 -0.08 -2.27 -2.32
H10 0.11 -2.33 -0.49
H11 -0.94 -3.36 -1.37
H12 -2.13 -1.43 -0.19
H13 -2.46 -1.31 -1.92
H14 -1.29 -0.30 -1.14

Results
E_HOMO: -11.39 eV
E_LUMO: 1.17 eV
Structure (SMILES): CCC.CC


Least stable of them? P.